Formula: C2H3NO2
Source: OMol25
Level of theory: the ωB97M-V functional and the def2-TZVPD basis

Electronic energy (a.u.): -283.1825
Orbital gap (Ha): 0.4241
Structure (SMILES): N#CC(O)O
Net charge: 0

Each line ends with the Löwdin charge.
Geometry (Å):
N 3.08749 0.10617 0.03969  0.190
C 1.94006 0.06355 0.02430  -0.151
C 0.56139 -0.14665 -0.24618  -0.330
O -0.15873 1.27543 0.19997  -0.046
O 0.05461 -1.19574 0.42789  0.075
H 0.26353 -0.03115 -1.25659  0.143
H -0.40736 1.16039 1.07329  0.011
H -0.35054 -1.86669 -0.09030  0.107